[1]
DFT (the ωB97M-V functional and the def2-TZVPD basis) results for an isolated molecule of C20H26ClNO3.

```
! wB97M-V def2-TZVPD RIJCOSX def2/J DEFGRID3
* xyz 0 1
C -1.897 4.447 0.233
C -1.506 3.172 0.978
O -2.502 2.197 0.707
C -2.412 1.067 1.545
C -3.132 -0.120 0.899
O -2.935 -1.240 1.724
C -2.561 -0.366 -0.516
N -2.615 -1.782 -0.839
C -3.936 -2.217 -1.249
C -1.577 -2.239 -1.751
C -0.943 -3.558 -1.255
O 0.465 -3.529 -1.297
C 1.146 -2.725 -0.424
C 2.530 -2.695 -0.595
C 3.321 -1.934 0.240
C 2.747 -1.183 1.254
C 1.376 -1.205 1.420
C 0.570 -1.972 0.593
C -0.138 2.692 0.536
C 0.967 2.774 1.371
C 2.208 2.331 0.948
C 2.341 1.788 -0.319
Cl 3.885 1.238 -0.858
C 1.248 1.687 -1.164
C 0.018 2.147 -0.734
H -2.875 4.780 0.567
H -1.942 4.250 -0.834
H -1.163 5.226 0.422
H -1.484 3.378 2.061
H -1.363 0.779 1.700
H -2.858 1.278 2.528
H -4.207 0.105 0.836
H -2.798 -1.992 1.122
H -1.513 -0.061 -0.508
H -3.100 0.261 -1.239
H -4.247 -1.766 -2.203
H -4.663 -1.944 -0.486
H -3.935 -3.301 -1.358
H -1.968 -2.367 -2.768
H -0.779 -1.495 -1.802
H -1.299 -3.776 -0.240
H -1.213 -4.395 -1.903
H 2.961 -3.285 -1.389
H 4.391 -1.924 0.098
H 3.366 -0.587 1.907
H 0.915 -0.624 2.206
H -0.494 -1.975 0.761
H 0.861 3.191 2.362
H 3.067 2.404 1.597
H 1.364 1.260 -2.148
H -0.841 2.083 -1.384
*
```

Calculated values
Frontier orbital gap, eV: 9.19
ΔE to the lowest compared entry with this formula, charge and spin, eV: 1.6897
E_LUMO, hartree: 0.0293
SMILES: C[C@@H](OC[C@H](O)CN(C)CCOc1ccccc1)c1ccc(Cl)cc1

[2]
DFT (the ωB97M-V functional and the def2-TZVPD basis) results for a structure of composition C20H26CrNO6Sb2 in a non-equilibrium geometry.

```
! wB97M-V def2-TZVPD RIJCOSX def2/J DEFGRID3
* xyz 2 4
Cr 0.001 -2.149 0.716
O 4.029 -1.788 0.670
C 2.765 -1.909 0.884
O 1.895 -1.872 0.011
C 2.329 -2.098 2.306
C 3.101 -2.265 3.436
C 2.446 -2.524 4.636
C 1.057 -2.619 4.663
C 0.362 -2.413 3.489
N 1.002 -2.139 2.354
C -1.123 -2.447 3.214
O -2.022 -2.615 4.123
O -1.479 -2.267 2.047
H 4.226 -1.706 -0.283
H 4.180 -2.195 3.374
H 3.016 -2.665 5.546
H 0.545 -2.873 5.583
H -1.682 -2.773 5.018
C -0.265 1.320 2.550
Sb -0.440 0.465 0.590
C -2.431 1.072 0.196
C 0.816 1.881 -0.489
C -0.043 2.976 -1.041
C -0.299 4.080 -0.224
C -1.149 5.095 -0.626
C -1.790 4.990 -1.848
C -1.522 3.909 -2.678
C -0.620 2.913 -2.318
C -0.220 1.883 -3.332
Sb -0.686 -0.164 -2.763
C 1.216 -0.907 -3.431
C -1.828 -0.997 -4.368
H -0.512 2.377 2.499
H 0.739 1.196 2.954
H -0.980 0.826 3.212
H -2.387 2.035 -0.314
H -2.953 1.172 1.146
H -2.924 0.333 -0.427
H 1.401 1.335 -1.226
H 1.482 2.256 0.289
H 0.187 4.141 0.747
H -1.305 5.961 0.005
H -2.482 5.760 -2.164
H -1.985 3.857 -3.656
H 0.859 1.807 -3.473
H -0.702 2.036 -4.297
H 1.261 -0.836 -4.517
H 1.334 -1.949 -3.135
H 2.025 -0.311 -3.005
H -1.742 -0.367 -5.252
H -2.870 -1.087 -4.076
H -1.412 -1.981 -4.572
O -0.962 -2.789 -0.978
C -0.621 -3.984 -0.718
O 0.073 -4.184 0.328
H -0.912 -4.804 -1.377
*
```

Calculated values
⟨S²⟩: 3.83
Frontier orbital gap (alpha / beta), eV: 4.98 / 4.60
ΔE to the lowest compared entry with this formula, charge and spin, eV: 1.1125
E_LUMO (alpha / beta), hartree: -0.2872 / -0.3013

[3]
DFT (the ωB97M-V functional and the def2-TZVPD basis) results for an isolated molecule of C20H26FN5O3.

```
! wB97M-V def2-TZVPD RIJCOSX def2/J DEFGRID3
* xyz 0 1
C -2.658 -0.286 0.603
C -1.311 0.171 1.143
C -1.333 1.632 1.584
N -0.039 2.015 2.134
C 0.041 2.438 3.419
O -0.931 2.589 4.141
C 1.421 2.661 3.966
N 1.892 3.880 4.147
N 3.110 3.694 4.673
C 3.427 2.394 4.830
C 2.348 1.670 4.375
C 2.185 0.216 4.281
C 3.240 -0.614 3.914
C 3.016 -1.974 3.779
N 1.833 -2.553 3.976
C 0.830 -1.757 4.342
C 0.950 -0.387 4.511
C 1.089 1.839 1.229
C 1.171 0.396 0.737
C -0.155 -0.136 0.180
N -0.403 0.206 -1.257
C 0.193 -0.850 -2.096
C 0.033 1.464 -1.733
O 1.130 1.649 -2.205
C -0.931 2.642 -1.701
O -2.260 2.257 -1.492
C -3.126 3.369 -1.414
C -4.531 2.880 -1.206
F -5.006 2.269 -2.359
H -2.902 0.247 -0.313
H -2.639 -1.354 0.376
H -3.445 -0.117 1.340
H -1.078 -0.410 2.045
H -1.580 2.280 0.741
H -2.079 1.788 2.361
H 3.660 4.498 4.917
H 4.363 2.081 5.262
H 4.219 -0.202 3.703
H 3.827 -2.631 3.485
H -0.126 -2.240 4.511
H 0.095 0.200 4.824
H 0.978 2.533 0.391
H 2.011 2.115 1.736
H 1.956 0.313 -0.018
H 1.452 -0.239 1.581
H -0.071 -1.223 0.158
H 0.082 -0.591 -3.147
H 1.257 -1.011 -1.895
H -0.352 -1.775 -1.909
H -0.596 3.350 -0.929
H -0.807 3.150 -2.664
H -2.847 4.015 -0.568
H -3.072 3.968 -2.332
H -4.567 2.146 -0.399
H -5.191 3.719 -0.975
*
```

Calculated values
Frontier orbital gap, eV: 9.80
ΔE to the lowest compared entry with this formula, charge and spin, eV: 1.1021
E_LUMO, hartree: 0.0218
SMILES: C[C@@H]1CN(C(=O)c2n[nH]cc2-c2ccncc2)CC[C@@H]1N(C)C(=O)COCCF

[4]
DFT (the ωB97M-V functional and the def2-TZVPD basis) results for a structure of composition C20H26MnN7S2Si in a non-equilibrium geometry.

```
! wB97M-V def2-TZVPD RIJCOSX def2/J DEFGRID3
* xyz 1 6
Mn 1.136 1.285 -1.171
C 0.028 -3.895 3.102
Si -1.084 -2.647 2.235
C -1.735 -3.340 0.617
C -2.577 -2.218 3.316
C -0.038 -1.046 2.145
C 0.310 -0.465 3.363
C 1.116 0.664 3.436
C 1.579 1.202 2.254
N 1.268 0.685 1.065
C 0.481 -0.417 0.993
S 0.181 -0.903 -0.660
H -0.510 -4.825 3.302
H 0.395 -3.512 4.056
H 0.895 -4.137 2.485
H -2.387 -4.194 0.821
H -0.926 -3.675 -0.031
H -2.306 -2.593 0.067
H -3.023 -3.133 3.713
H -3.348 -1.711 2.731
H -2.317 -1.583 4.166
H -0.060 -0.906 4.284
H 1.386 1.107 4.384
H 2.228 2.071 2.242
N 3.073 1.195 -4.981
C 1.847 1.156 -5.596
C 0.931 1.045 -4.593
N 1.576 1.001 -3.390
C 2.866 1.103 -3.648
C 3.825 1.127 -2.568
N 3.421 1.265 -1.317
C 4.543 1.212 -0.539
C 5.640 1.045 -1.328
N 5.169 0.991 -2.615
H 3.952 1.329 -5.450
H 1.730 1.213 -6.664
H -0.142 0.987 -4.654
H 4.492 1.290 0.533
H 6.685 0.957 -1.088
H 5.729 0.817 -3.431
C -2.940 1.260 2.427
C -2.649 1.360 0.972
C -3.327 0.694 -0.008
C -2.932 0.880 -1.347
N -1.897 1.640 -1.670
C -1.218 2.276 -0.716
S 0.069 3.359 -1.050
N -1.630 2.161 0.588
C -3.673 0.217 -2.454
H -3.855 0.699 2.596
H -3.045 2.251 2.872
H -2.117 0.746 2.930
H -4.154 0.045 0.239
H -1.107 2.685 1.277
H -4.491 -0.393 -2.079
H -2.993 -0.406 -3.036
H -4.070 0.979 -3.127
*
```

Calculated values
⟨S²⟩: 8.76
Frontier orbital gap (alpha / beta), eV: 7.29 / 7.19
ΔE to the lowest compared entry with this formula, charge and spin, eV: 0.0000
E_LUMO (alpha / beta), hartree: -0.1008 / -0.1080

[5]
DFT (the ωB97M-V functional and the def2-TZVPD basis) results for an isolated molecule of C20H26N2O2 in a non-equilibrium geometry.

```
! wB97M-V def2-TZVPD RIJCOSX def2/J DEFGRID3
* xyz 0 1
C 2.703 -2.871 2.174
C 3.584 -2.060 1.198
C 2.729 -1.422 0.092
C 3.610 -0.596 -0.929
C 3.160 0.890 -0.932
C 1.697 0.940 -1.447
C 0.750 0.126 -0.438
C 1.586 -0.513 0.671
N 2.193 0.599 1.368
C 1.229 1.461 2.093
C 0.292 2.093 1.069
C -0.360 1.009 0.170
N -1.006 1.671 -0.961
C -2.273 1.176 -1.284
C -3.135 1.349 -2.400
C -4.350 0.633 -2.466
C -4.746 -0.211 -1.385
O -5.992 -0.776 -1.482
C -6.603 -1.423 -0.355
C -3.900 -0.321 -0.280
C -2.685 0.325 -0.265
C -1.564 0.254 0.700
O -1.613 -0.314 1.784
C 3.192 1.347 0.559
H 2.032 -3.494 1.591
H 2.113 -2.241 2.863
H 3.302 -3.565 2.787
H 4.185 -1.255 1.752
H 4.291 -2.722 0.667
H 2.219 -2.265 -0.419
H 4.698 -0.622 -0.727
H 3.479 -1.027 -1.948
H 3.803 1.532 -1.561
H 1.436 2.017 -1.505
H 1.611 0.511 -2.424
H 0.233 -0.630 -0.986
H 0.983 -1.131 1.331
H 0.636 0.842 2.734
H 1.719 2.260 2.685
H -0.463 2.714 1.554
H 0.864 2.805 0.475
H -0.417 2.023 -1.728
H -2.870 2.060 -3.193
H -5.014 0.814 -3.296
H -6.047 -2.307 0.022
H -7.627 -1.774 -0.598
H -6.682 -0.673 0.469
H -4.143 -0.943 0.599
H 4.195 1.251 1.003
H 2.965 2.456 0.597
*
```

Calculated values
Frontier orbital gap, eV: 7.83
ΔE to the lowest compared entry with this formula, charge and spin, eV: 2.1967
E_LUMO, hartree: 0.0105
SMILES: CC[C@@H]1C[C@H]2C[C@H]3[C@@H]1N(CC[C@@]31Nc3ccc(OC)cc3C1=O)C2

[6]
DFT (the ωB97M-V functional and the def2-TZVPD basis) results for a structure of composition C20H26N2O7P2PbS2 in a non-equilibrium geometry.

```
! wB97M-V def2-TZVPD RIJCOSX def2/J DEFGRID3
* xyz 2 1
Pb -1.184 -1.411 -1.024
C 3.387 -1.213 4.049
P 2.144 -1.541 2.787
C 1.772 -3.290 2.957
C 2.924 -1.450 1.101
C 3.137 0.028 0.716
P 2.109 0.675 -0.626
C 2.409 -0.192 -2.197
C 2.443 2.438 -0.762
H 4.259 -1.904 3.937
H 2.919 -1.419 5.038
H 3.704 -0.162 4.039
H 2.734 -3.830 2.836
H 1.053 -3.590 2.179
H 1.343 -3.503 3.950
H 2.246 -1.954 0.386
H 3.889 -1.981 1.143
H 4.178 0.197 0.419
H 2.981 0.686 1.576
H 3.473 -0.072 -2.480
H 1.791 0.263 -2.982
H 2.160 -1.261 -2.095
H 3.529 2.611 -0.809
H 2.023 2.966 0.108
H 1.939 2.819 -1.659
O -5.002 -0.683 1.769
S -3.581 -0.624 1.630
O -2.865 -1.780 2.364
O -3.166 -0.497 0.206
C -2.718 0.631 2.532
C -3.290 1.913 2.777
C -2.612 2.824 3.554
C -1.376 2.480 4.136
C -0.833 1.214 3.937
C -1.494 0.289 3.083
S -1.074 -1.438 2.704
O -0.904 -2.254 3.863
O 1.012 -0.535 2.912
O -0.572 -1.930 1.369
H -4.264 2.123 2.345
H -3.044 3.825 3.734
H -0.832 3.207 4.732
H 0.109 0.951 4.401
O -0.386 1.370 0.483
C 0.246 0.584 -0.190
N -2.372 1.941 -4.014
C -2.220 1.416 -2.780
N -1.822 0.162 -2.815
C -1.648 -0.162 -4.159
C -1.203 -1.293 -4.801
C -1.180 -1.338 -6.194
C -1.577 -0.228 -6.969
C -1.971 0.953 -6.323
C -2.001 0.983 -4.941
H -2.667 2.878 -4.230
H -2.468 1.960 -1.863
H -0.837 -2.151 -4.188
H -0.876 -2.253 -6.706
H -1.569 -0.294 -8.062
H -2.307 1.848 -6.880
*
```

Calculated values
Frontier orbital gap, eV: 7.72
ΔE to the lowest compared entry with this formula, charge and spin, eV: 0.5106
E_LUMO, hartree: -0.2161

[7]
DFT (the ωB97M-V functional and the def2-TZVPD basis) results for an isolated molecule of C20H26N4O2.

```
! wB97M-V def2-TZVPD RIJCOSX def2/J DEFGRID3
* xyz 0 1
O -0.171 -2.685 -1.754
C -0.356 -1.953 -0.804
N -1.588 -1.582 -0.392
C -2.782 -1.988 -1.098
C -3.593 -0.799 -1.622
C -4.571 -0.219 -0.593
N -3.913 0.397 0.526
C -3.548 -0.175 1.693
C -2.953 0.807 2.452
C -3.010 1.951 1.645
N -3.587 1.684 0.490
C 0.780 -1.402 0.049
C 1.248 -2.449 1.060
C 2.337 -1.836 1.927
C 3.386 -1.023 1.184
O 4.403 -0.664 1.752
N 3.135 -0.682 -0.098
C 4.095 0.168 -0.777
C 3.924 1.649 -0.382
C 2.479 2.045 -0.462
C 1.675 1.959 0.668
C 0.317 2.209 0.588
C -0.259 2.555 -0.623
C 0.539 2.668 -1.749
C 1.897 2.414 -1.669
C 1.965 -1.075 -0.852
H -1.691 -0.957 0.393
H -3.406 -2.613 -0.448
H -2.430 -2.601 -1.932
H -2.908 -0.016 -1.951
H -4.175 -1.124 -2.484
H -5.229 -1.009 -0.220
H -5.176 0.554 -1.072
H -3.751 -1.206 1.908
H -2.548 0.718 3.439
H -2.670 2.944 1.863
H 0.454 -0.499 0.573
H 1.630 -3.315 0.518
H 0.417 -2.784 1.686
H 2.865 -2.603 2.497
H 1.892 -1.151 2.656
H 3.962 0.039 -1.852
H 5.100 -0.157 -0.494
H 4.536 2.259 -1.047
H 4.285 1.769 0.640
H 2.122 1.686 1.614
H -0.298 2.131 1.473
H -1.322 2.737 -0.683
H 0.100 2.950 -2.695
H 2.513 2.495 -2.554
H 1.694 -0.257 -1.525
H 2.188 -1.959 -1.465
*
```

Calculated values
Frontier orbital gap, eV: 9.49
ΔE to the lowest compared entry with this formula, charge and spin, eV: 1.0254
E_LUMO, hartree: 0.0227
SMILES: O=C(NCCCn1cccn1)[C@H]1CCC(=O)N(CCc2ccccc2)C1

[8]
DFT (the ωB97M-V functional and the def2-TZVPD basis) results for an isolated molecule of C20H26O4 in a non-equilibrium geometry.

```
! wB97M-V def2-TZVPD RIJCOSX def2/J DEFGRID3
* xyz 0 1
C -1.638 -1.670 3.897
C -1.436 -0.408 3.365
C -1.076 0.744 4.141
O -0.601 0.745 5.292
C -1.173 1.935 3.259
O -2.316 2.220 2.416
C -1.384 1.357 1.817
C -1.620 -0.116 1.913
C -0.590 -0.699 0.990
C 0.261 0.471 0.319
C 1.720 0.209 0.705
C 2.055 -1.024 -0.197
C 1.225 -0.905 -1.496
C 0.533 -2.221 -1.911
C 1.668 -3.245 -2.214
C -0.344 -2.052 -3.162
C 0.388 0.430 -1.235
C 1.201 1.554 -1.962
C -1.093 0.727 -1.612
O -1.281 1.196 -2.981
C -1.404 1.824 -0.569
O -2.021 2.844 -0.952
C -0.491 1.779 0.683
C 0.290 3.089 0.931
H -1.905 -2.493 3.238
H -1.548 -1.881 4.975
H -0.462 2.730 3.496
H -2.653 -0.372 1.544
H -1.104 -1.244 0.219
H -0.003 -1.390 1.581
H 2.333 1.076 0.500
H 1.821 0.017 1.779
H 3.136 -1.037 -0.387
H 1.792 -1.953 0.324
H 1.874 -0.748 -2.363
H -0.063 -2.611 -1.095
H 1.203 -4.162 -2.587
H 2.290 -2.874 -3.010
H 2.265 -3.475 -1.336
H -0.626 -3.031 -3.552
H 0.153 -1.478 -3.933
H -1.316 -1.568 -2.954
H 1.259 1.363 -3.052
H 2.205 1.644 -1.589
H 0.710 2.495 -1.827
H -1.772 -0.109 -1.400
H -1.829 2.014 -2.958
H -0.458 3.886 1.069
H 0.894 3.405 0.084
H 0.930 3.015 1.797
*
```

Calculated values
Frontier orbital gap, eV: 9.06
ΔE to the lowest compared entry with this formula, charge and spin, eV: 1.9392
E_LUMO, hartree: -0.0185
SMILES: C=C1C(=O)[C@@H]2O[C@]23[C@H]1C[C@@]12CC[C@@H](C(C)C)[C@@]1(C)[C@H](O)C(=O)[C@@]32C